Entry 1:
Entry from OMol25: C26H30BIN4O4S2W as an isolated structure at a distorted geometry (ωB97M-V/def2-TZVPD).

The value obtained for the gap between HOMO and LUMO (spin up / spin down) is 6.03 / 3.43 eV. The lowest unoccupied orbital energy (spin up / spin down) is -6.89 / -9.48 eV. The HOMO energy (spin up / spin down) is -0.4748 / -0.4744 hartree.

```
! RIJCOSX wB97M-V def2-TZVPD def2/J DEFGRID3
* xyz 2 3
W 0.188 0.086 0.137
C 2.988 -1.835 1.243
C 2.081 -0.651 1.386
C 2.473 0.614 0.847
C 1.697 1.731 1.048
C 0.476 1.648 1.789
C 0.167 0.429 2.466
C 0.960 -0.689 2.259
H 3.882 -1.677 1.849
H 3.297 -1.971 0.207
H 2.504 -2.750 1.576
H 3.405 0.684 0.310
H 2.026 2.692 0.679
H -0.069 2.547 2.020
H -0.626 0.396 3.193
H 0.772 -1.583 2.829
N -2.943 -1.029 1.835
C -3.034 -0.038 0.990
N -2.012 0.505 0.328
C -2.458 1.582 -0.400
C -3.822 1.862 -0.304
S -4.578 0.763 0.717
C -1.522 2.281 -1.175
C -1.694 3.486 -1.865
S -0.280 3.906 -2.678
C 0.503 2.454 -2.064
N -0.285 1.724 -1.272
N 1.747 2.178 -2.358
H -2.167 -1.734 1.679
H -3.802 -1.401 2.219
H -4.384 2.648 -0.799
H -2.573 4.119 -1.920
H 2.206 2.728 -3.071
H 2.031 1.183 -2.322
I -3.861 -3.618 -5.653
C -2.250 -2.648 -4.761
C -0.960 -2.877 -5.215
C 0.110 -2.253 -4.586
C -0.100 -1.426 -3.491
C -1.402 -1.179 -3.073
C -2.481 -1.782 -3.703
C 1.099 -0.794 -2.857
O 2.085 -0.517 -3.515
O 1.092 -0.464 -1.580
H -0.787 -3.534 -6.058
H 1.122 -2.413 -4.941
H -1.583 -0.490 -2.265
H -3.495 -1.584 -3.376
C -0.619 -4.754 -1.443
C 0.126 -4.356 -0.181
C 1.301 -5.276 0.033
O 0.629 -2.996 -0.386
B -0.211 -2.089 0.210
O -1.127 -2.759 1.032
C -0.816 -4.199 1.053
C -2.113 -4.976 0.963
C -0.136 -4.465 2.385
H 0.059 -4.657 -2.291
H -1.472 -4.101 -1.618
H -0.966 -5.790 -1.391
H 1.873 -5.351 -0.894
H 0.956 -6.279 0.301
H 1.970 -4.919 0.817
H -2.700 -4.688 0.089
H -2.710 -4.790 1.861
H -1.912 -6.049 0.914
H 0.826 -3.952 2.462
H 0.037 -5.534 2.523
H -0.780 -4.119 3.197
*
```



Entry 2:
Entry from OMol25: C26H30F5IrN3OS2Si as an isolated structure (ωB97M-V/def2-TZVPD).

The value obtained for the gap between HOMO and LUMO (spin up / spin down) is 8.01 / 5.72 eV. The lowest unoccupied orbital energy (spin up / spin down) is -2.05 / -5.25 eV. The HOMO energy (spin up / spin down) is -0.3699 / -0.4031 hartree.

```
! RIJCOSX wB97M-V def2-TZVPD def2/J DEFGRID3
* xyz 1 5
Ir 1.367 -1.049 -1.000
C 2.144 2.095 -2.986
Si 2.815 1.714 -1.303
C 3.757 3.171 -0.664
C 3.985 0.272 -1.424
N 1.471 1.023 -0.337
C 0.956 1.410 0.829
C 1.269 2.668 1.435
C 0.832 2.980 2.689
C 0.092 2.038 3.423
C -0.281 0.824 2.862
C 0.076 0.538 1.559
O -0.241 -0.610 0.920
C -1.401 -1.373 1.198
C -1.329 -2.702 0.832
C -2.434 -3.518 1.025
C -3.602 -3.003 1.573
C -3.658 -1.660 1.911
C -2.560 -0.829 1.719
H 2.997 2.295 -3.645
H 1.511 2.993 -3.010
H 1.594 1.247 -3.410
H 4.622 3.300 -1.324
H 4.132 3.023 0.354
H 3.178 4.101 -0.693
H 4.720 0.452 -2.219
H 3.487 -0.679 -1.689
H 4.514 0.091 -0.484
H 1.887 3.365 0.887
H 1.088 3.934 3.130
H -0.186 2.251 4.448
H -0.830 0.101 3.445
H -0.419 -3.099 0.398
H -2.370 -4.563 0.743
H -4.460 -3.643 1.737
H -4.565 -1.241 2.330
H -2.640 0.220 1.956
F 3.816 -5.390 3.729
C 3.355 -4.896 2.590
C 2.174 -5.369 2.057
F 1.494 -6.319 2.689
C 1.704 -4.847 0.868
F 0.557 -5.331 0.386
C 2.379 -3.848 0.184
S 1.755 -3.274 -1.375
C 3.562 -3.394 0.749
F 4.268 -2.427 0.155
C 4.052 -3.900 1.935
F 5.186 -3.434 2.451
C -2.099 3.829 -2.540
C -1.753 2.878 -1.404
N -1.149 1.619 -1.864
C -1.631 0.390 -2.030
S -0.552 -0.865 -2.580
N -2.906 0.047 -1.839
C -4.128 0.872 -1.819
C -4.739 1.059 -0.441
H -2.475 4.773 -2.139
H -2.856 3.412 -3.205
H -1.214 4.045 -3.142
H -2.611 2.660 -0.778
H -1.011 3.347 -0.755
H -0.178 1.677 -2.121
H -3.045 -0.947 -1.937
H -4.842 0.361 -2.461
H -3.919 1.821 -2.296
H -5.041 0.099 -0.019
H -5.627 1.692 -0.516
H -4.041 1.527 0.256
*
```



Entry 3:
Entry from OMol25: C26H30FN7O4RuS2 as an isolated structure at a distorted geometry (ωB97M-V/def2-TZVPD).

The value obtained for the energy above the lowest of the compared OMol25 structures with the same formula, charge and spin is 1.722 eV. The value obtained for the gap between HOMO and LUMO (spin up / spin down) is 5.81 / 5.63 eV. The lowest unoccupied orbital energy (spin up / spin down) is -3.50 / -3.50 eV. The HOMO energy (spin up / spin down) is -0.3420 / -0.3353 hartree.

```
! RIJCOSX wB97M-V def2-TZVPD def2/J DEFGRID3
* xyz 1 2
Ru 0.095 -0.686 0.244
F -3.650 1.036 -5.227
C -3.363 -0.190 -4.737
C -2.784 -0.279 -3.507
C -2.481 -1.528 -2.962
C -1.930 -1.632 -1.616
O -1.610 -0.580 -0.998
C -1.824 -2.931 -1.083
C -2.031 -4.004 -1.895
N -2.377 -3.914 -3.196
C -2.421 -5.119 -3.998
C -1.544 -5.185 -5.213
C -1.203 -5.989 -3.995
C -2.721 -2.678 -3.720
C -3.319 -2.564 -4.981
C -3.677 -1.333 -5.495
N -4.346 -1.303 -6.754
C -5.619 -2.012 -6.835
C -5.719 -2.642 -8.230
N -4.844 -1.840 -9.158
C -5.025 -0.373 -8.893
C -4.409 -0.059 -7.520
C -1.582 -3.186 0.378
O -2.162 -4.130 0.882
O -0.807 -2.367 1.001
H -2.569 0.616 -2.938
H -1.896 -5.005 -1.507
H -3.392 -5.599 -4.024
H -0.930 -4.319 -5.422
H -1.921 -5.700 -6.085
H -0.361 -5.662 -3.400
H -1.356 -7.057 -4.016
H -3.504 -3.455 -5.565
H -6.461 -1.333 -6.652
H -5.665 -2.796 -6.084
H -6.732 -2.616 -8.626
H -5.353 -3.666 -8.252
H -5.032 -2.075 -10.131
H -3.872 -2.076 -8.945
H -6.096 -0.185 -8.927
H -4.546 0.190 -9.689
H -5.011 0.718 -7.045
H -3.399 0.327 -7.644
S 1.311 -2.339 -1.145
C 1.947 -2.325 0.400
C 2.190 -3.571 1.096
N 2.366 -4.579 1.617
C 2.120 -1.107 1.044
S 2.120 0.367 0.063
C 2.508 -1.012 2.430
N 2.839 -0.915 3.526
C -2.978 2.991 1.944
N -2.074 1.982 1.402
C -1.158 2.520 0.400
C -1.789 0.792 1.985
O -0.628 0.285 1.835
N -2.648 0.121 2.769
C -4.071 0.347 2.972
C -2.176 -1.060 3.503
H -2.560 3.966 1.701
H -3.038 2.927 3.029
H -3.979 2.944 1.514
H -1.741 3.111 -0.307
H -0.657 1.734 -0.156
H -0.393 3.152 0.856
H -4.459 1.189 2.424
H -4.270 0.494 4.035
H -4.612 -0.544 2.648
H -1.224 -1.399 3.120
H -2.907 -1.857 3.374
H -2.090 -0.823 4.565
*
```



What did the second record say?
Entry from OMol25: C26H30F5IrN3OS2Si as an isolated structure (ωB97M-V/def2-TZVPD).

The value obtained for the gap between HOMO and LUMO (spin up / spin down) is 8.01 / 5.72 eV. The lowest unoccupied orbital energy (spin up / spin down) is -2.05 / -5.25 eV. The HOMO energy (spin up / spin down) is -0.3699 / -0.4031 hartree.

```
! RIJCOSX wB97M-V def2-TZVPD def2/J DEFGRID3
* xyz 1 5
Ir 1.367 -1.049 -1.000
C 2.144 2.095 -2.986
Si 2.815 1.714 -1.303
C 3.757 3.171 -0.664
C 3.985 0.272 -1.424
N 1.471 1.023 -0.337
C 0.956 1.410 0.829
C 1.269 2.668 1.435
C 0.832 2.980 2.689
C 0.092 2.038 3.423
C -0.281 0.824 2.862
C 0.076 0.538 1.559
O -0.241 -0.610 0.920
C -1.401 -1.373 1.198
C -1.329 -2.702 0.832
C -2.434 -3.518 1.025
C -3.602 -3.003 1.573
C -3.658 -1.660 1.911
C -2.560 -0.829 1.719
H 2.997 2.295 -3.645
H 1.511 2.993 -3.010
H 1.594 1.247 -3.410
H 4.622 3.300 -1.324
H 4.132 3.023 0.354
H 3.178 4.101 -0.693
H 4.720 0.452 -2.219
H 3.487 -0.679 -1.689
H 4.514 0.091 -0.484
H 1.887 3.365 0.887
H 1.088 3.934 3.130
H -0.186 2.251 4.448
H -0.830 0.101 3.445
H -0.419 -3.099 0.398
H -2.370 -4.563 0.743
H -4.460 -3.643 1.737
H -4.565 -1.241 2.330
H -2.640 0.220 1.956
F 3.816 -5.390 3.729
C 3.355 -4.896 2.590
C 2.174 -5.369 2.057
F 1.494 -6.319 2.689
C 1.704 -4.847 0.868
F 0.557 -5.331 0.386
C 2.379 -3.848 0.184
S 1.755 -3.274 -1.375
C 3.562 -3.394 0.749
F 4.268 -2.427 0.155
C 4.052 -3.900 1.935
F 5.186 -3.434 2.451
C -2.099 3.829 -2.540
C -1.753 2.878 -1.404
N -1.149 1.619 -1.864
C -1.631 0.390 -2.030
S -0.552 -0.865 -2.580
N -2.906 0.047 -1.839
C -4.128 0.872 -1.819
C -4.739 1.059 -0.441
H -2.475 4.773 -2.139
H -2.856 3.412 -3.205
H -1.214 4.045 -3.142
H -2.611 2.660 -0.778
H -1.011 3.347 -0.755
H -0.178 1.677 -2.121
H -3.045 -0.947 -1.937
H -4.842 0.361 -2.461
H -3.919 1.821 -2.296
H -5.041 0.099 -0.019
H -5.627 1.692 -0.516
H -4.041 1.527 0.256
*
```